Record 1
Molecular formula: C28H61BF4N8O2
Method: DFT, wB97M-V/def2-TZVPD

```
104
C28H61BF4N8O2 | OMol25 | wB97M-V/def2-TZVPD
C 2.67332 0.48702 -8.05034
C 1.67568 1.40523 -7.31250
N 1.67725 1.13052 -5.84218
C 1.02857 0.00721 -5.21949
C 1.19831 0.07194 -3.84798
N 1.96023 1.22304 -3.64869
C 2.32532 1.86003 -4.88684
C 2.52477 1.57477 -2.34594
H 2.57177 0.70018 -9.11446
H 2.53380 -0.56285 -7.79260
H 3.70633 0.56780 -7.71200
H 0.65515 1.43964 -7.69384
H 2.03092 2.42393 -7.46789
H 0.65512 -0.83835 -5.77802
H 0.95435 -0.46383 -2.94253
H 3.01838 2.68080 -4.99820
H 2.84225 0.67631 -1.81672
H 1.82600 2.07803 -1.67769
H 3.32457 2.31306 -2.40386
C 1.10894 3.78851 1.86450
C -0.14302 4.50735 2.24011
N -0.40665 5.71864 1.41676
C -0.73917 6.94493 1.90279
C -0.83557 7.77388 0.83959
N -0.59578 7.08485 -0.34369
C -0.25948 5.78640 0.04962
C -0.69289 7.59071 -1.69463
H 1.31895 3.00613 2.59380
H 1.90134 4.49772 2.10368
H 1.17510 3.32462 0.88036
H -0.31273 4.85437 3.25936
H -1.01440 3.88548 2.03497
H -0.98399 7.11226 2.94129
H -1.10585 8.81877 0.80017
H -0.03595 4.93841 -0.58075
H 0.15946 7.12329 -2.18770
H -0.49305 8.66220 -1.70297
H -1.56778 7.15537 -2.17748
C 3.42201 -0.39290 2.10576
C 3.10021 -1.81201 1.55279
N 2.52358 -2.70602 2.60654
C 2.46523 -4.12727 2.40257
C 1.57973 -4.59991 3.28816
N 1.24901 -3.58629 4.15743
C 1.81719 -2.38776 3.68521
C 0.31695 -3.78135 5.30910
H 2.54223 0.17862 2.40151
H 4.03909 0.12852 1.37403
H 4.21598 -0.37454 2.85235
H 4.03192 -2.25145 1.19654
H 2.42976 -1.58572 0.72370
H 2.89285 -4.50356 1.48500
H 1.24083 -5.62250 3.36482
H 1.48022 -1.42903 4.05081
H -0.62157 -3.31970 5.00225
H 0.75755 -3.41802 6.23752
H 0.10462 -4.83686 5.47912
C 0.71276 -3.59396 -1.20749
N -0.25383 -4.39011 -2.14069
C 0.34019 -4.54673 -3.57901
C -0.48018 -5.83107 -1.61926
C -1.61688 -3.57006 -2.19225
C -1.62689 -2.28275 -2.98782
O -1.25835 -2.32483 -4.40124
H 0.15161 -3.23098 -0.34641
H 1.21878 -2.75116 -1.67839
H 1.38501 -4.32446 -0.75744
H 0.85629 -3.65376 -3.93164
H -0.46241 -4.72767 -4.29400
H 1.04141 -5.38045 -3.54296
H -0.73071 -5.53445 -0.60076
H 0.40567 -6.45611 -1.73187
H -1.24657 -6.30172 -2.23507
H -1.95970 -3.58594 -1.15768
H -2.33094 -4.28075 -2.60834
H -0.92756 -1.61127 -2.48969
H -2.54389 -1.69560 -2.93831
H -2.08457 -2.13861 -4.85324
C -3.15701 0.42783 2.19218
N -2.77804 0.57937 3.69749
C -1.38306 -0.07653 3.84169
C -2.65053 2.05285 4.02783
C -3.85166 -0.07763 4.60573
C -4.03593 -1.64309 4.43285
O -4.27291 -2.12234 3.15690
H -2.61563 1.14485 1.57501
H -4.24286 0.51793 2.16204
H -2.84169 -0.53891 1.79962
H -1.08130 -0.87695 3.16615
H -1.23178 -0.34574 4.88703
H -0.72805 0.72510 3.50042
H -2.06640 2.56281 3.26179
H -2.09562 2.14014 4.96193
H -3.65977 2.45305 4.12476
H -4.85076 0.34599 4.50350
H -3.42801 0.16615 5.58000
H -4.82079 -1.98980 5.10507
H -3.08821 -2.01661 4.82070
H -3.93592 -3.01841 3.22847
B -0.19156 0.18184 -0.05419
F -1.13472 0.63162 -0.95256
F 1.02201 0.07663 -0.64602
F -0.07774 1.06795 0.91815
F -0.63823 -1.07627 0.43377
```

- Strongest force on any atom: 5.29 eV/Å
- 2S+1: 2
- Electronic energy: -57564.82273 eV
- Expectation value of S²: 0.756
- Total charge: +3
- HOMO energy (spin up / spin down): -9.192 / -13.785 eV

---

Record 2
Molecular formula: C3H6Cl6F12P2V
Method: DFT, wB97M-V/def2-TZVPD

```
30
C3H6Cl6F12P2V | OMol25 | wB97M-V/def2-TZVPD
V -48.80874 -11.48596 -1.97982
P -48.01641 -12.88705 -4.31807
F -47.12300 -12.34830 -3.07113
F -47.08253 -11.97428 -5.25442
F -47.14355 -14.23610 -4.45966
F -49.00566 -13.38967 -5.52651
F -48.94941 -13.48669 -3.12903
F -48.93826 -11.59633 -4.09272
P -48.44131 -11.82532 0.86601
F -49.76818 -11.98708 1.79259
F -49.23983 -10.70131 -0.01362
F -47.91144 -10.72775 1.97663
F -47.25095 -11.51137 -0.22525
F -47.70689 -13.01747 1.74354
F -49.04804 -12.87497 -0.26184
C -45.62378 -8.60647 -2.36946
Cl -44.68506 -9.48317 -3.60804
Cl -47.19635 -9.32574 -2.13085
H -45.15515 -8.69162 -1.38903
H -45.73547 -7.58987 -2.74647
C -50.76841 -7.65655 -2.11294
Cl -50.43968 -9.35799 -2.44242
Cl -49.49849 -6.54625 -2.83704
H -51.74201 -7.36687 -2.50831
H -50.83006 -7.46472 -1.04173
C -52.70776 -12.70963 -0.75808
Cl -51.41715 -12.37966 -1.94787
Cl -53.15411 -11.18682 0.07405
H -53.59865 -13.17683 -1.17776
H -52.39432 -13.45938 -0.03162
```

- Strongest force on any atom: 5.16 eV/Å
- 2S+1: 4
- Energy relative to the best compared isomer or geometry (same formula, charge and spin): 71.2 kJ/mol
- Electronic energy: -155228.83104 eV
- Expectation value of S²: 3.752
- HOMO energy (spin up / spin down): -10.204 / -11.637 eV

---

Record 3
Molecular formula: CH3N3O3
Method: DFT, wB97M-V/def2-TZVPD

```
10
CH3N3O3 | OMol25 | wB97M-V/def2-TZVPD
N -1.09810 -0.15063 0.82226
N -0.05987 -0.04448 -0.10753
C 0.22737 -1.06057 -1.10476
O -0.45733 -2.00339 -1.18474
N 0.81581 0.98821 0.28942
O 1.75034 1.28765 -0.44457
O 0.61144 1.37733 1.40602
H -0.73537 0.12516 1.67601
H -2.00124 0.27690 0.62276
H 0.94695 -0.79617 -1.97488
```

- Strongest force on any atom: 3.17 eV/Å
- Energy relative to the best compared isomer or geometry (same formula, charge and spin): 242.8 kJ/mol
- Electronic energy: -11693.36669 eV
- SMILES: NN(C=O)[N+](=O)[O-]
- HOMO energy: -10.210 eV

---

Record 4
Molecular formula: C33H32N6O9STa
Method: DFT, wB97M-V/def2-TZVPD

```
82
C33H32N6O9STa | OMol25 | wB97M-V/def2-TZVPD
Ta 0.07438 0.36871 -0.58409
C -2.89334 0.71673 1.46061
N -1.47726 0.43402 1.76411
C -0.99790 1.51891 2.67376
C 0.44270 1.96389 2.47034
C 0.63821 2.85109 1.23235
N -0.23770 2.41653 0.13550
C -1.11396 3.23516 -0.32986
C -2.15155 2.92914 -1.28122
C -2.89549 3.98596 -1.82657
C -3.94633 3.73974 -2.68041
C -4.28868 2.41939 -2.97228
C -3.58526 1.35904 -2.43193
C -2.50002 1.60389 -1.59606
O -1.82542 0.58140 -1.06752
C -1.49115 -0.86874 2.48195
C -0.13717 -1.48985 2.75972
C 0.53009 -1.96996 1.48360
N 0.98302 -0.86677 0.64274
C 3.40464 -0.54500 0.56392
C 3.87217 0.58495 -0.31990
C 5.22376 0.90563 -0.33132
C 5.71172 1.93564 -1.12201
C 4.84100 2.68193 -1.90091
C 3.48359 2.39575 -1.89357
C 3.02451 1.35551 -1.10693
O 1.69601 1.05125 -1.12954
H -3.47806 0.74242 2.38729
H -3.29709 -0.05478 0.80999
H -2.99357 1.68034 0.96756
H -1.13746 1.19620 3.70994
H -1.65261 2.38263 2.53681
H 1.11100 1.10965 2.42580
H 0.74544 2.54638 3.34248
H 1.67394 2.80001 0.89025
H 0.40946 3.89397 1.46313
H -1.10028 4.25756 0.05138
H -2.62682 5.00339 -1.56826
H -4.50845 4.55719 -3.10834
H -5.12453 2.21743 -3.62974
H -3.85379 0.33299 -2.64920
H -2.06615 -1.56327 1.86440
H -2.04769 -0.73601 3.41843
H -0.29945 -2.35618 3.40429
H 0.52209 -0.81665 3.31143
H -0.17022 -2.54920 0.88103
H 1.38789 -2.60104 1.70566
H 4.10084 -0.59299 1.40410
H 5.90621 0.33418 0.28785
H 6.76955 2.15905 -1.12111
H 5.21507 3.48805 -2.51729
H 2.77905 2.94604 -2.50291
O 3.39621 -5.31039 -0.20099
C 3.19102 -5.07488 -1.49195
O 2.99774 -5.96345 -2.27719
C 3.17637 -3.65372 -1.96133
C 3.00953 -3.37350 -3.29618
N 3.01738 -2.03532 -3.42055
N 3.16531 -1.40174 -2.27300
C 3.26141 -2.36299 -1.35812
C 3.41548 -2.00225 0.04859
O 3.59614 -2.85097 0.90318
O 2.14494 -0.26480 1.21604
H 3.52410 -4.47411 0.29413
H 2.89775 -4.04590 -4.12932
H 2.81563 -1.49033 -4.24630
O -1.30640 -2.31648 -1.13992
C -1.03910 -1.78120 -2.19582
N 0.03584 -0.90771 -2.30065
S 0.00311 -0.03342 -3.69800
O 1.10463 -0.27759 -4.57879
O -0.20146 1.33277 -3.26708
C -1.43969 -0.81557 -4.33278
C -2.08759 -0.58037 -5.52808
C -3.20172 -1.36492 -5.80321
C -3.63007 -2.34741 -4.91274
C -2.96001 -2.57146 -3.71704
C -1.85154 -1.79058 -3.44028
H -1.74791 0.17963 -6.21836
H -3.74241 -1.21147 -6.72738
H -4.49666 -2.94537 -5.16001
H -3.28226 -3.32935 -3.01580
```

- Strongest force on any atom: 0.56 eV/Å
- Energy relative to the best compared isomer or geometry (same formula, charge and spin): 295.9 kJ/mol
- Electronic energy: -74492.01930 eV
- Total charge: +1
- HOMO energy: -11.484 eV

---

Record 5
Molecular formula: H22O11
Method: DFT, wB97M-V/def2-TZVPD

```
33
H22O11 | OMol25 | wB97M-V/def2-TZVPD
O -0.31425 -0.52932 -0.14428
H 0.23403 -0.82040 -0.88160
H -0.24512 0.43180 -0.16574
O 2.88608 2.92578 -2.67585
H 1.99371 3.19979 -2.91580
H 3.40435 3.09217 -3.47128
O -0.76481 -2.10737 3.23468
H -1.07147 -2.26844 2.33523
H -1.57319 -2.09536 3.75944
O 0.63509 0.32804 1.75491
H 1.19065 -0.45953 1.76422
H 1.26147 1.05767 1.82025
O -1.16262 -3.55518 -3.97913
H -0.43570 -4.16687 -3.81660
H -1.21184 -3.49950 -4.94010
O 1.27746 0.62887 -1.48882
H 2.12190 1.00530 -1.21643
H 1.51496 -0.21597 -1.88735
O 4.33089 -0.65826 -0.65121
H 5.06694 -0.05736 -0.81290
H 4.38827 -0.85106 0.29141
O -4.20603 -0.65421 2.45247
H -4.40652 -0.63462 3.39502
H -3.87609 0.23166 2.26442
O -3.08900 -2.52499 1.88275
H -3.56911 -3.35786 1.81343
H -3.20479 -2.11490 1.01822
O -2.67217 2.69342 0.03977
H -2.02662 2.00888 -0.16918
H -3.42775 2.20537 0.38604
O 2.86641 3.46195 -0.31050
H 2.06062 3.40266 0.21502
H 3.51490 3.83686 0.29604
```

- Strongest force on any atom: 2.48 eV/Å
- Energy relative to the best compared isomer or geometry (same formula, charge and spin): 416.7 kJ/mol
- Electronic energy: -22877.19534 eV
- SMILES: O.O.O.O.O.O.O.O.O.O.O
- HOMO energy: -9.444 eV

---

Record 6
Molecular formula: C3H5CeO5
Method: DFT, wB97M-V/def2-TZVPD

```
14
C3H5CeO5 | OMol25 | wB97M-V/def2-TZVPD
O -2.82468 3.52353 2.70745
C -3.42277 2.85093 1.74552
C -4.96518 2.33103 2.14102
O -5.13783 1.01706 1.88096
H -1.71405 2.81013 3.17676
H -2.13403 1.95486 1.41490
H -3.40147 3.06045 0.66738
H -5.62742 2.95608 1.51380
H -5.08373 2.61740 3.20205
Ce -3.65816 -0.56602 2.40603
O -1.61304 0.61832 1.92758
C -0.76581 0.70313 2.97926
O -0.79976 -0.33106 3.67818
O -0.64135 1.87540 3.49538
```

- Strongest force on any atom: 6.02 eV/Å
- 2S+1: 3
- Energy relative to the best compared isomer or geometry (same formula, charge and spin): 497.7 kJ/mol
- Electronic energy: -26345.78188 eV
- Expectation value of S²: 2.007
- Total charge: +1
- HOMO energy (spin up / spin down): -12.440 / -13.263 eV

---

Number 4 is which compound? C33H32N6O9STa

---

Please write out number 6 again, unchanged.
Molecular formula: C3H5CeO5
Method: DFT, wB97M-V/def2-TZVPD

```
14
C3H5CeO5 | OMol25 | wB97M-V/def2-TZVPD
O -2.82468 3.52353 2.70745
C -3.42277 2.85093 1.74552
C -4.96518 2.33103 2.14102
O -5.13783 1.01706 1.88096
H -1.71405 2.81013 3.17676
H -2.13403 1.95486 1.41490
H -3.40147 3.06045 0.66738
H -5.62742 2.95608 1.51380
H -5.08373 2.61740 3.20205
Ce -3.65816 -0.56602 2.40603
O -1.61304 0.61832 1.92758
C -0.76581 0.70313 2.97926
O -0.79976 -0.33106 3.67818
O -0.64135 1.87540 3.49538
```

- Strongest force on any atom: 6.02 eV/Å
- 2S+1: 3
- Energy relative to the best compared isomer or geometry (same formula, charge and spin): 497.7 kJ/mol
- Electronic energy: -26345.78188 eV
- Expectation value of S²: 2.007
- Total charge: +1
- HOMO energy (spin up / spin down): -12.440 / -13.263 eV

---

Which of these has the highest electronic energy? CH3N3O3